# 1
Entry from OMol25: one molecule with the formula C2HNO2 (the ωB97M-V functional and the def2-TZVPD basis).

* DFT total energy: -281.9276 hartree
* LUMO: -0.29 eV
* energy relative to the best compared isomer or geometry (same formula, charge and spin): 3.4701 eV
* largest force on an atom: 0.043 Eh/bohr
* E_HOMO: -0.337 Ha
* orbital gap: 8.867 eV
* M: 71.0 u

```
6
C2HNO2 (the ωB97M-V functional and the def2-TZVPD basis)
O -1.898 2.013 0.696
C -1.147 1.193 0.390
C -0.064 0.433 0.319
N 0.975 0.768 1.143
O 0.971 1.728 1.882
H 0.090 -0.427 -0.304
```

Atom charges from the Löwdin analysis, given in e for atoms 1 to 2: number 1, O, carries 0.2513; number 2, C, carries -0.1216



# 2
Entry from OMol25: a 12-piece molecular cluster, C18H13Cl44NO6P2 overall (the ωB97M-V functional and the def2-TZVPD basis).

* DFT total energy: -22130.8035 hartree
* LUMO: -0.13 eV
* energy relative to the best compared isomer or geometry (same formula, charge and spin): 0.0000 eV
* largest force on an atom: 0.039 Eh/bohr
* E_HOMO: -0.309 Ha
* orbital gap: 8.276 eV
* M: 1961.2 u

```
84
C18H13Cl44NO6P2 (the ωB97M-V functional and the def2-TZVPD basis)
C -0.282 -2.265 -0.498
C 0.682 -1.859 -1.077
P 2.211 -1.234 -1.831
C 3.489 -0.472 -0.734
C 4.975 -0.512 -1.154
C 5.421 -0.866 -2.539
O 6.269 -1.697 -2.659
O 4.946 -0.246 -3.639
C 2.989 -3.000 -1.709
C 2.894 -3.698 -3.009
O 1.870 -3.718 -3.618
O 4.019 -4.314 -3.471
P 1.201 0.804 -1.947
N 2.063 1.951 -2.535
O -0.145 0.688 -2.808
O 0.700 1.110 -0.450
H -0.978 -2.528 0.231
H 2.306 -1.285 -3.238
H 3.436 -0.938 0.248
H 3.215 0.553 -0.583
H 5.448 -1.267 -0.563
H 5.410 0.415 -0.834
H 4.706 -0.884 -4.316
H 3.991 -3.029 -1.315
H 2.380 -3.582 -1.046
H 3.973 -5.227 -3.185
H 2.983 1.624 -2.800
H -0.800 0.171 -2.323
H 0.090 1.856 -0.486
Cl 8.215 0.267 -4.294
C 8.546 -1.028 -5.442
Cl 9.802 -0.508 -6.569
Cl 9.089 -2.464 -4.577
Cl 7.073 -1.406 -6.346
Cl -1.129 2.499 1.987
C -1.099 1.030 2.960
Cl -2.485 1.083 4.044
Cl -1.207 -0.405 1.928
Cl 0.404 0.964 3.873
Cl 5.529 0.804 6.427
C 3.874 0.821 5.818
Cl 3.893 0.624 4.063
Cl 2.959 -0.499 6.557
Cl 3.107 2.356 6.227
Cl -5.173 4.858 5.477
C -4.313 3.964 6.735
Cl -4.724 2.247 6.618
Cl -2.574 4.168 6.524
Cl -4.793 4.567 8.320
Cl -9.690 2.315 3.070
C -8.377 3.465 2.794
Cl -8.870 5.065 3.357
Cl -6.963 2.941 3.714
Cl -8.028 3.532 1.063
Cl -6.165 3.588 -2.177
C -5.928 1.846 -2.005
Cl -7.113 1.199 -0.874
Cl -6.114 1.067 -3.578
Cl -4.309 1.534 -1.383
Cl -9.546 -3.232 2.511
C -8.272 -2.051 2.201
Cl -8.814 -0.438 2.689
Cl -6.833 -2.474 3.152
Cl -7.892 -2.031 0.481
Cl -1.912 8.108 1.962
C -1.683 6.362 2.063
Cl -2.965 5.652 3.050
Cl -1.738 5.667 0.439
Cl -0.117 6.012 2.796
Cl -4.260 -6.855 -0.195
C -5.681 -5.816 -0.342
Cl -5.513 -4.788 -1.768
Cl -7.127 -6.814 -0.503
Cl -5.825 -4.801 1.092
Cl 0.580 0.235 -6.936
C 1.964 1.321 -6.832
Cl 1.429 2.933 -6.377
Cl 3.106 0.725 -5.621
Cl 2.770 1.385 -8.406
Cl 4.981 -4.974 3.052
C 5.087 -3.226 2.834
Cl 4.578 -2.419 4.313
Cl 6.747 -2.777 2.445
Cl 4.034 -2.749 1.484
```

Atom charges from the Löwdin analysis, given in e for atoms 1 to 2: number 1, C, carries 0.0529; number 2, C, carries -0.2457



# 3
Entry from OMol25: a 3-piece molecular cluster, C16H42N4O2P overall (the ωB97M-V functional and the def2-TZVPD basis).

* total charge: +1
* DFT total energy: -1345.4142 hartree
* LUMO: -3.61 eV
* largest force on an atom: 0.036 Eh/bohr
* E_HOMO: -0.373 Ha
* orbital gap: 6.530 eV
* M: 353.5 u

```
65
C16H42N4O2P (the ωB97M-V functional and the def2-TZVPD basis)
O 1.312 -0.048 -1.243
P 1.813 0.591 -2.668
O 3.020 1.644 -2.282
C 0.338 1.624 -3.247
C -0.912 0.758 -3.164
N -1.695 0.868 -1.927
C -1.152 1.718 -0.884
C -0.728 3.068 -1.401
N 0.131 3.007 -2.648
H 1.868 0.304 -0.518
H 2.886 2.567 -2.541
H 0.547 1.780 -4.299
H -0.587 -0.273 -3.296
H -1.558 1.004 -4.002
H -1.825 -0.064 -1.555
H -0.368 1.255 -0.287
H -1.958 1.930 -0.186
H -0.136 3.531 -0.619
H -1.588 3.700 -1.574
H 1.008 3.477 -2.436
H -0.318 3.582 -3.362
C -1.883 -5.719 -3.106
C -0.692 -5.029 -2.460
N -1.051 -3.827 -1.724
C 0.098 -3.034 -1.329
C 1.094 -3.631 -0.328
C -2.082 -3.996 -0.711
C -1.828 -5.004 0.417
H -2.420 -5.036 -3.765
H -1.536 -6.562 -3.703
H -2.583 -6.111 -2.368
H 0.003 -4.736 -3.252
H -0.159 -5.759 -1.832
H -0.265 -2.079 -0.935
H 0.647 -2.780 -2.242
H 0.706 -3.623 0.689
H 2.011 -3.036 -0.325
H 1.372 -4.653 -0.584
H -3.006 -4.279 -1.219
H -2.294 -3.015 -0.276
H -1.396 -5.934 0.048
H -2.772 -5.255 0.904
H -1.170 -4.604 1.187
C 2.834 2.330 1.789
C 2.137 3.185 2.833
N 0.705 3.294 2.603
C 0.069 4.311 3.432
C 0.058 4.104 4.949
C -0.010 2.034 2.493
C 0.058 1.054 3.670
H 2.634 2.719 0.786
H 3.912 2.338 1.947
H 2.510 1.288 1.832
H 2.561 4.190 2.788
H 2.377 2.791 3.831
H -0.959 4.442 3.083
H 0.569 5.260 3.219
H -0.673 3.357 5.256
H -0.217 5.038 5.442
H 1.034 3.810 5.334
H 0.358 1.515 1.600
H -1.058 2.258 2.272
H 1.066 0.968 4.077
H -0.244 0.058 3.340
H -0.613 1.338 4.478
```

Atom charges from the Löwdin analysis, given in e for atoms 1 to 2: number 1, O, carries -0.2877; number 2, P, carries 0.9083



# 4
Entry from OMol25: C28H38BBa3F4N3O12 as an isolated structure (the ωB97M-V functional and the def2-TZVPD basis).

* total charge: +4
* DFT total energy: -2656.3206 hartree
* LUMO: -13.54 eV
* largest force on an atom: 0.064 Eh/bohr
* E_HOMO: -0.595 Ha
* orbital gap: 2.664 eV
* M: 1107.4 u

```
89
C28H38BBa3F4N3O12 (the ωB97M-V functional and the def2-TZVPD basis)
Ba 5.269 0.301 15.345
Ba 4.915 -1.522 19.675
Ba 8.771 0.589 19.395
B 6.544 -0.479 22.287
F 6.303 -1.680 22.894
F 7.315 0.390 23.018
F 7.284 -0.771 21.047
F 5.338 0.137 21.924
C 5.210 3.198 19.652
C 5.403 2.054 18.702
O 5.971 0.972 19.193
O 4.971 2.026 17.514
H 6.148 3.345 20.188
H 4.367 3.076 20.325
H 5.070 4.072 19.016
C 0.438 2.449 15.590
C -0.668 3.196 15.236
C -0.788 4.500 15.716
C 0.241 5.063 16.444
C 1.357 4.324 16.784
C 1.482 3.011 16.337
N 0.114 6.428 16.929
O 0.948 6.827 17.716
O -0.783 7.084 16.488
H 0.594 1.397 15.361
H -1.458 2.839 14.590
H -1.629 5.103 15.399
H 2.156 4.722 17.401
H 2.385 2.463 16.588
C 7.282 6.122 18.458
C 6.368 6.574 17.512
C 6.788 6.723 16.194
C 8.104 6.470 15.878
C 9.024 6.094 16.835
C 8.595 5.782 18.121
N 8.529 6.525 14.480
O 9.681 6.277 14.238
O 7.656 6.724 13.662
H 6.930 6.143 19.490
H 5.349 6.836 17.765
H 6.081 7.030 15.435
H 10.038 5.821 16.570
H 9.280 5.503 18.911
C 1.576 8.210 23.981
C 2.944 7.959 23.939
C 3.433 7.065 22.999
C 2.580 6.500 22.074
C 1.217 6.718 22.143
C 0.716 7.619 23.063
N 3.086 5.648 21.026
O 4.206 5.901 20.590
O 2.459 4.652 20.705
H 1.206 8.892 24.737
H 3.614 8.490 24.598
H 4.451 6.721 23.159
H 0.542 6.316 21.404
H -0.303 7.976 23.019
C 5.760 3.953 15.006
O 5.176 2.843 14.299
C 4.501 3.327 13.108
C 4.300 2.159 12.183
O 3.238 2.373 11.361
C 2.951 1.320 10.461
H 6.653 4.284 14.462
H 6.030 3.691 16.026
H 5.115 4.832 15.003
H 5.103 4.071 12.588
H 3.536 3.739 13.409
H 4.168 1.179 12.720
H 5.195 1.996 11.558
H 3.349 0.370 10.828
H 3.331 1.530 9.458
H 1.872 1.272 10.329
C 4.011 -3.742 22.832
O 3.738 -2.586 22.021
C 2.586 -1.862 22.494
C 2.509 -0.479 21.927
O 2.668 -0.351 20.504
C 2.095 0.826 19.951
H 4.190 -3.451 23.865
H 4.896 -4.246 22.438
H 3.225 -4.500 22.762
H 2.560 -1.803 23.585
H 1.693 -2.445 22.228
H 3.282 0.139 22.386
H 1.613 0.035 22.285
H 1.060 0.925 20.282
H 2.133 0.841 18.862
H 2.612 1.715 20.328
```

Atom charges from the Löwdin analysis, given in e for atoms 1 to 2: number 1, Ba, carries 1.9047; number 2, Ba, carries 2.0527



# 5
Entry from OMol25: a 2-piece molecular cluster, C8H14N4O5 overall (the ωB97M-V functional and the def2-TZVPD basis).

* DFT total energy: -908.3434 hartree
* LUMO: -0.19 eV
* energy relative to the best compared isomer or geometry (same formula, charge and spin): 6.5925 eV
* largest force on an atom: 0.147 Eh/bohr
* E_HOMO: -0.352 Ha
* orbital gap: 9.386 eV
* M: 246.2 u

```
31
C8H14N4O5 (the ωB97M-V functional and the def2-TZVPD basis)
C 1.751 -1.497 0.490
C 0.406 -0.762 0.858
C 2.304 -0.607 -0.648
C 2.269 0.833 -0.288
C -1.798 -0.484 0.244
C -3.032 -1.374 0.022
C -1.642 0.701 -0.622
C -2.165 2.060 -0.127
H 2.082 -3.251 -0.670
H 1.186 -3.217 0.567
H 2.235 -1.507 1.406
H 3.157 -1.239 -1.125
H 1.681 -0.726 -1.405
H 3.525 2.551 0.296
H 4.890 1.105 0.210
H -0.604 -2.104 -0.500
H -2.081 -0.158 1.237
H -0.584 0.736 -0.886
H -2.324 0.683 -1.485
H -0.191 2.991 -0.162
H -1.333 3.819 0.728
H -3.989 0.204 0.605
N 1.361 -2.659 -0.172
N 3.562 1.539 0.073
N -0.618 -1.254 0.152
N -1.152 2.972 0.151
O 0.565 0.139 1.668
O 1.195 1.456 -0.469
O -2.943 -2.437 -0.553
O -3.527 2.289 -0.040
O -4.188 -0.800 0.445
```

Atom charges from the Löwdin analysis, given in e for atoms 1 to 2: number 1, C, carries -0.2966; number 2, C, carries -0.4549



# 6
Entry from OMol25: a 2-piece molecular cluster, C3H10Si overall (the ωB97M-V functional and the def2-TZVPD basis).

* DFT total energy: -409.6885 hartree
* LUMO: 1.00 eV
* energy relative to the best compared isomer or geometry (same formula, charge and spin): 2.2634 eV
* largest force on an atom: 0.061 Eh/bohr
* E_HOMO: -0.306 Ha
* orbital gap: 9.317 eV
* M: 74.2 u

```
14
C3H10Si (the ωB97M-V functional and the def2-TZVPD basis)
C 2.214 -0.582 -0.007
C -0.790 1.866 0.191
C -1.304 -1.307 0.226
Si -0.304 0.169 -0.499
H 2.727 -0.500 0.926
H 2.290 -1.668 -0.087
H 2.553 -0.090 -0.896
H -0.249 2.713 -0.267
H -1.735 1.957 -0.283
H -0.934 1.915 1.272
H -2.361 -1.687 0.059
H -0.565 -2.062 0.152
H -1.477 -0.990 1.224
H -0.065 0.265 -2.011
```

Atom charges from the Löwdin analysis, given in e for atoms 1 to 2: number 1, C, carries -0.1101; number 2, C, carries -0.2633



# 7
Entry from OMol25: one molecule with the formula C2H5ClN3OP3 (the ωB97M-V functional and the def2-TZVPD basis).

* DFT total energy: -1802.8554 hartree
* LUMO (alpha / beta): -0.74 / -0.74 eV
* energy relative to the best compared isomer or geometry (same formula, charge and spin): 2.5653 eV
* largest force on an atom: 0.086 Eh/bohr
* E_HOMO (alpha / beta): -0.275 / -0.275 Ha
* orbital gap (alpha / beta): 6.733 / 6.733 eV
* M: 215.5 u

```
15
C2H5ClN3OP3 (the ωB97M-V functional and the def2-TZVPD basis)
C -1.071 2.046 0.713
C -0.189 1.956 -0.231
N 3.865 -1.959 0.277
N 1.291 -1.501 -0.540
N 3.379 0.683 0.230
O 1.089 1.560 -0.178
P 4.561 -0.561 0.329
P 2.395 -2.629 0.002
P 1.762 0.465 0.762
Cl 3.686 2.043 -0.780
H -2.094 2.516 0.359
H -0.877 1.810 1.762
H -0.443 2.229 -1.332
H 0.378 -1.809 -0.422
H 3.085 -3.236 -1.173
```

Atom charges from the Löwdin analysis, given in e for atoms 1 to 2: number 1, C, carries -0.0044; number 2, C, carries -0.3426



# 8
Entry from OMol25: an isolated ion of composition C6H10N and charge +1 (the ωB97M-V functional and the def2-TZVPD basis).

* total charge: +1
* DFT total energy: -288.9606 hartree
* LUMO (alpha / beta): -5.33 / -6.25 eV
* energy relative to the best compared isomer or geometry (same formula, charge and spin): 3.3291 eV
* largest force on an atom: 0.070 Eh/bohr
* E_HOMO (alpha / beta): -0.476 / -0.450 Ha
* orbital gap (alpha / beta): 7.622 / 6.000 eV
* M: 96.2 u

```
17
C6H10N (the ωB97M-V functional and the def2-TZVPD basis)
C 3.935 0.727 -0.320
C 1.117 -1.307 -0.123
C -0.024 -0.473 -0.609
C 2.036 -0.387 0.722
C -1.906 1.028 0.118
C -1.287 -0.372 0.080
N 2.940 0.321 0.151
H 4.508 1.470 -0.806
H 0.772 -2.121 0.515
H 1.700 -1.714 -0.951
H 0.178 0.222 -1.414
H 1.704 -0.096 1.704
H -2.010 1.445 -0.878
H -1.280 1.691 0.707
H -2.889 0.989 0.574
H -1.963 -1.009 -0.521
H -1.257 -0.836 1.070
```

Atom charges from the Löwdin analysis, given in e for atoms 1 to 2: number 1, C, carries 0.2633; number 2, C, carries -0.1511



# 9
Entry from OMol25: one molecule with the formula C4H7N3 (the ωB97M-V functional and the def2-TZVPD basis).

* DFT total energy: -320.8743 hartree
* LUMO: 0.67 eV
* energy relative to the best compared isomer or geometry (same formula, charge and spin): 0.2439 eV
* largest force on an atom: 0.012 Eh/bohr
* E_HOMO: -0.337 Ha
* orbital gap: 9.830 eV
* M: 97.1 u

```
14
C4H7N3 (the ωB97M-V functional and the def2-TZVPD basis)
H 2.594 -1.036 0.136
N 1.747 -1.598 0.027
C 0.806 -0.757 0.102
C 0.938 0.732 0.294
C -0.338 1.239 -0.369
N -1.273 0.157 -0.094
C -0.654 -1.077 -0.069
N -1.251 -2.195 -0.185
H -0.572 -2.952 -0.108
H 0.949 0.955 1.367
H 1.853 1.143 -0.144
H -0.154 1.369 -1.447
H -0.686 2.186 0.044
H -2.220 0.199 -0.434
```

Atom charges from the Löwdin analysis, given in e for atoms 1 to 2: number 1, H, carries 0.0568; number 2, N, carries 0.1657



# 10
Entry from OMol25: C27H28N2O4P2STc as an isolated structure (the ωB97M-V functional and the def2-TZVPD basis).

* total charge: +2
* DFT total energy: -2617.2179 hartree
* LUMO (alpha / beta): -7.67 / -9.75 eV
* largest force on an atom: 0.090 Eh/bohr
* E_HOMO (alpha / beta): -0.516 / -0.516 Ha
* multiplicity: 4
* orbital gap (alpha / beta): 6.373 / 4.287 eV
* M: 636.5 u

```
65
C27H28N2O4P2STc (the ωB97M-V functional and the def2-TZVPD basis)
C -1.364 3.302 -3.393
C -1.161 2.026 -2.831
C 0.167 1.507 -2.705
C 1.286 2.352 -2.980
C 1.011 3.582 -3.576
C -0.254 4.076 -3.741
C 2.733 1.930 -2.649
C 2.710 0.413 -2.962
C 1.558 -0.399 -2.737
C 1.622 -1.818 -2.892
C 2.814 -2.412 -3.325
C 3.939 -1.610 -3.555
C 3.856 -0.243 -3.411
H -2.380 3.721 -3.459
H 1.898 4.170 -3.824
H -0.415 5.086 -4.149
H 3.461 2.451 -3.252
H 2.897 -3.508 -3.389
H 4.887 -2.077 -3.839
H 4.711 0.413 -3.562
N 0.435 0.225 -2.110
Tc -0.084 -0.289 -0.273
C -2.332 1.315 -2.160
H -2.539 0.331 -2.619
H -3.260 1.920 -2.121
C 0.458 -2.704 -2.432
H -0.490 -2.476 -2.953
H 0.694 -3.786 -2.455
P -1.891 1.016 -0.392
P 0.144 -2.430 -0.666
C 1.480 -3.159 0.277
H 1.340 -2.928 1.344
H 1.383 -4.229 0.067
H 2.449 -2.766 -0.068
C -1.424 -3.169 -0.249
H -1.231 -4.242 -0.385
H -1.656 -2.890 0.797
H -2.197 -2.781 -0.938
C -1.765 2.592 0.428
H -2.777 3.004 0.505
H -1.318 2.444 1.421
H -1.121 3.262 -0.156
C -3.293 0.103 0.263
H -3.052 -0.172 1.313
H -4.159 0.781 0.195
H -3.440 -0.818 -0.333
C 1.520 -0.088 0.752
O 2.544 -0.016 1.277
H 3.126 2.217 -1.664
O 0.015 2.748 3.972
S 0.629 1.454 4.015
O 2.027 1.334 4.329
N 0.227 0.603 2.641
C -0.560 -0.461 2.857
O -0.974 -1.204 1.924
C -0.903 -0.633 4.277
C -1.739 -1.600 4.848
C -1.933 -1.562 6.226
C -1.302 -0.581 7.014
C -0.475 0.394 6.422
C -0.308 0.348 5.039
H -2.205 -2.343 4.199
H -2.582 -2.305 6.705
H -1.461 -0.577 8.094
H 0.023 1.157 7.003
```

Atom charges from the Löwdin analysis, given in e for atoms 1 to 2: number 1, C, carries 0.0022; number 2, C, carries -0.2021



Copy entry 8 word for word.
Entry from OMol25: an isolated ion of composition C6H10N and charge +1 (the ωB97M-V functional and the def2-TZVPD basis).

* total charge: +1
* DFT total energy: -288.9606 hartree
* LUMO (alpha / beta): -5.33 / -6.25 eV
* energy relative to the best compared isomer or geometry (same formula, charge and spin): 3.3291 eV
* largest force on an atom: 0.070 Eh/bohr
* E_HOMO (alpha / beta): -0.476 / -0.450 Ha
* orbital gap (alpha / beta): 7.622 / 6.000 eV
* M: 96.2 u

```
17
C6H10N (the ωB97M-V functional and the def2-TZVPD basis)
C 3.935 0.727 -0.320
C 1.117 -1.307 -0.123
C -0.024 -0.473 -0.609
C 2.036 -0.387 0.722
C -1.906 1.028 0.118
C -1.287 -0.372 0.080
N 2.940 0.321 0.151
H 4.508 1.470 -0.806
H 0.772 -2.121 0.515
H 1.700 -1.714 -0.951
H 0.178 0.222 -1.414
H 1.704 -0.096 1.704
H -2.010 1.445 -0.878
H -1.280 1.691 0.707
H -2.889 0.989 0.574
H -1.963 -1.009 -0.521
H -1.257 -0.836 1.070
```

Atom charges from the Löwdin analysis, given in e for atoms 1 to 2: number 1, C, carries 0.2633; number 2, C, carries -0.1511